[1]
A 3-piece molecular cluster, C4H10N2O2 overall, computed with wB97M-V/def2-TZVPD.

Summary:
Energy above the lowest of the compared OMol25 structures with the same formula, charge and spin ... 149.1 kJ/mol
SMILES string ... Cc1c[nH]cn1.O.O
Orbital gap ... 8.98 eV
E_tot ... -11385.357 eV

Cartesian coordinates (Å):
C1 1.48073 -2.03250 0.91974
C2 0.70907 -0.95507 0.23659
C3 1.19888 0.25419 -0.18475
N1 0.12984 0.93883 -0.69530
C4 -0.95846 0.14742 -0.52770
N2 -0.63600 -1.00104 0.01661
H1 2.14357 -1.63004 1.69897
H2 0.83034 -2.74957 1.41716
H3 2.07639 -2.62586 0.23160
H4 2.24782 0.40281 -0.39806
H5 0.11693 1.72997 -1.31560
H6 -1.92591 0.42562 -0.88602
H7 -1.38494 1.29953 -3.66167
H8 -2.54106 1.82136 -2.82359
O1 -1.57837 1.90112 -2.93239
H9 -0.27058 0.89448 2.30315
H10 -1.22145 0.32709 3.34467
O2 -0.41681 0.85167 3.25658

---

[2]
C4H10N2O2 as an isolated structure, computed with wB97M-V/def2-TZVPD.

Summary:
Energy above the lowest of the compared OMol25 structures with the same formula, charge and spin ... 1300.0 kJ/mol
Orbital gap ... 3.83 eV
E_tot ... -11373.429 eV

Cartesian coordinates (Å):
N1 1.45137 0.40089 1.65389
C1 0.27393 0.62744 0.94448
C2 -0.51637 -0.56014 0.48194
O1 0.64908 -1.86334 2.50934
C3 0.22284 0.27223 -0.55716
N2 -0.77023 1.35642 -1.09576
C4 -1.30799 0.91070 -2.32552
O2 1.31436 -0.24472 -1.15394
H1 1.30909 -0.41949 2.31298
H2 2.14483 0.03696 0.99301
H3 -0.22387 1.58428 1.08856
H4 -0.21407 -1.58022 0.73280
H5 -1.59573 -0.32538 0.55430
H6 0.87508 -2.43776 3.24927
H7 0.27741 -0.50052 -1.61466
H8 -1.96381 1.59637 -2.85815
H9 -0.19180 1.25887 -2.46608
H10 -1.73411 -0.11259 -2.44931